{"formula": "C23H58BrGaN7O3P2", "method": "ωB97M-V/def2-TZVPD", "elements": ["C", "C", "C", "Ga", "Br", "N", "C", "C", "O", "C", "C", "C", "C", "C", "C", "H", "H", "H", "H", "H", "H", "H", "H", "H", "H", "H", "H", "H", "H", "H", "H", "H", "H", "H", "H", "H", "H", "O", "P", "N", "C", "C", "N", "C", "C", "N", "C", "C", "H", "H", "H", "H", "H", "H", "H", "H", "H", "H", "H", "H", "H", "H", "H", "H", "H", "H", "O", "P", "N", "C", "C", "N", "C", "C", "N", "C", "C", "H", "H", "H", "H", "H", "H", "H", "H", "H", "H", "H", "H", "H", "H", "H", "H", "H", "H"], "xyz": [[-6.275, -2.069, 0.120], [-5.352, -1.116, 0.137], [-4.522, 0.207, 0.506], [-2.488, -0.227, 0.708], [-2.333, -2.164, 2.210], [-1.695, -0.683, -1.001], [-2.424, -0.050, -2.153], [-2.458, 1.562, -2.048], [-1.719, 1.305, 1.535], [-0.284, 1.384, 1.287], [0.079, 2.879, 0.794], [0.863, 2.900, -0.647], [0.837, 3.798, 1.882], [-0.184, 4.537, 2.935], [2.049, 3.075, 2.665], [-7.080, -2.882, 0.058], [-4.706, 1.009, -0.320], [-4.833, 0.685, 1.514], [-1.683, -1.717, -1.164], [-1.939, -0.319, -3.182], [-3.496, -0.516, -2.152], [-1.865, 1.985, -1.145], [-3.544, 1.981, -1.981], [-1.945, 2.002, -2.992], [0.057, 0.656, 0.437], [0.250, 1.043, 2.247], [-0.941, 3.404, 0.578], [2.005, 2.914, -0.511], [0.475, 2.048, -1.318], [0.553, 3.895, -1.155], [1.320, 4.678, 1.283], [-1.277, 4.198, 2.795], [0.195, 4.413, 4.026], [-0.189, 5.691, 2.750], [2.620, 3.847, 3.317], [2.752, 2.475, 1.965], [1.627, 2.294, 3.420], [5.426, 4.208, 4.265], [6.643, 4.940, 3.662], [6.017, 4.834, 2.095], [6.401, 4.074, 0.929], [4.936, 5.763, 1.777], [7.710, 3.671, 4.162], [8.461, 2.755, 3.322], [7.288, 2.917, 5.357], [8.032, 5.824, 3.011], [8.770, 5.702, 1.772], [8.897, 6.330, 4.086], [6.690, 4.740, 0.106], [5.574, 3.454, 0.566], [7.242, 3.407, 1.090], [5.341, 6.765, 1.580], [4.230, 5.836, 2.609], [4.359, 5.452, 0.908], [7.832, 2.231, 2.600], [8.950, 1.970, 3.912], [9.298, 3.252, 2.833], [6.561, 2.135, 5.093], [6.842, 3.576, 6.104], [8.142, 2.441, 5.851], [9.028, 4.680, 1.498], [9.721, 6.241, 1.810], [8.222, 6.160, 0.945], [9.608, 5.565, 4.423], [8.294, 6.634, 4.947], [9.461, 7.216, 3.777], [-6.898, -5.301, -5.159], [-5.848, -5.682, -4.094], [-5.245, -6.948, -5.042], [-5.305, -8.384, -4.922], [-4.390, -6.554, -6.159], [-7.088, -6.084, -2.954], [-7.405, -7.391, -2.407], [-8.363, -5.363, -3.116], [-4.629, -6.061, -2.870], [-4.064, -7.313, -2.416], [-4.623, -5.062, -1.792], [-4.300, -8.810, -4.810], [-5.752, -8.841, -5.812], [-5.879, -8.735, -4.071], [-3.383, -6.305, -5.799], [-4.798, -5.678, -6.670], [-4.299, -7.337, -6.910], [-7.574, -8.144, -3.179], [-8.324, -7.370, -1.808], [-6.653, -7.720, -1.690], [-8.988, -5.834, -3.889], [-8.194, -4.318, -3.387], [-8.930, -5.339, -2.180], [-4.794, -8.099, -2.229], [-3.519, -7.195, -1.474], [-3.319, -7.686, -3.124], [-5.380, -5.288, -1.031], [-4.834, -4.066, -2.194], [-3.647, -4.993, -1.300]], "charge": -1, "multiplicity": 1, "homo_lumo_gap_ev": 5.08, "total_energy_ev": -182352.440}